Entry 1:
This record from the Open Molecules 2025 dataset describes one molecule with the formula C3H4N2O. The level of theory is wB97M-V/def2-TZVPD.

Properties
- Energy: -301.28913 Eh
- Highest occupied orbital energy: -7.986 eV
- 2S+1: 1
- Frontier orbital gap: 8.07 eV
- Charge: 0

Bonds (Å) are listed after each position.
Atoms and positions in Å:
1 N -1.75098 -0.54311 -1.34541  C2 1.254, H7 1.015
2 C -0.78304 -0.20883 -0.62184  N1 1.254, O3 1.322
3 O -0.03872 -1.05811 0.06470  C2 1.322, C4 1.419
4 C 1.00359 -0.58033 0.90044  O3 1.419, C5 1.513, H9 1.093, H10 1.093
5 C 1.12739 0.92448 0.80412  C4 1.513, N6 1.220
6 N 0.33402 1.50220 0.07925  C5 1.220, H8 1.017
7 H -2.20315 0.24294 -1.80245  N1 1.015
8 H -0.41108 1.62905 -0.60080  N6 1.017
9 H 1.94054 -1.04819 0.58822  C4 1.093
10 H 0.78143 -0.86011 1.93378  C4 1.093



Entry 2:
This record from the Open Molecules 2025 dataset describes one molecule with the formula C3H4N2O. The level of theory is wB97M-V/def2-TZVPD.

Properties
- Energy: -301.30787 Eh
- Structure (SMILES): NNc1cc1=O
- Highest occupied orbital energy: -8.710 eV
- 2S+1: 1
- Frontier orbital gap: 9.66 eV
- Charge: 0

Bonds (Å) are listed after each position.
Atoms and positions in Å:
1 N -0.79273 1.22145 0.35398  N2 1.444, H7 1.138, H8 1.068
2 N 0.13200 0.12731 0.17411  N1 1.444, C3 1.282, H9 1.038
3 C 0.14510 -0.67073 -0.82964  N2 1.282, C4 1.402, C5 1.832
4 C 1.00318 -1.76392 -1.01515  C3 1.402, C5 1.334, H10 1.036
5 C 0.46556 -1.80141 -2.23513  C3 1.832, C4 1.334, O6 1.197
6 O -0.15249 -1.91149 -3.25456  C5 1.197
7 H -1.64256 1.24636 -0.40238  N1 1.138
8 H -0.17932 2.09091 0.25983  N1 1.068
9 H 0.58543 0.10761 1.10794  N2 1.038
10 H 1.79223 -2.05733 -0.41102  C4 1.036



Entry 3:
This record from the Open Molecules 2025 dataset describes one molecule with the formula C3H4N2O. The level of theory is wB97M-V/def2-TZVPD.

Properties
- Energy: -301.33862 Eh
- Structure (SMILES): Oc1cn[nH]c1
- Highest occupied orbital energy (spin up / spin down): -8.546 / -8.547 eV
- 2S+1: 1
- Frontier orbital gap (spin up / spin down): 8.98 / 8.98 eV
- Charge: 0

Bonds (Å) are listed after each position.
Atoms and positions in Å:
1 O -1.80145 0.42131 0.23661  C2 1.456, H7 0.979
2 C -0.83356 -0.54836 -0.25601  O1 1.456, C3 1.444, C6 1.387
3 C 0.05431 -0.12632 -1.31358  C2 1.444, N4 1.316, H8 1.087
4 N 1.24210 0.18957 -0.84414  C3 1.316, N5 1.373
5 N 1.17431 -0.07768 0.50054  N4 1.373, C6 1.329, H9 1.008
6 C -0.00071 -0.58883 0.85176  C2 1.387, N5 1.329, H10 1.081
7 H -1.22943 1.21545 0.22760  O1 0.979
8 H -0.11095 -0.04580 -2.38519  C3 1.087
9 H 1.81710 0.38564 1.12299  N5 1.008
10 H -0.31171 -0.82499 1.85942  C6 1.081



Entry 4:
This record from the Open Molecules 2025 dataset describes one molecule with the formula C3H4N2O. The level of theory is wB97M-V/def2-TZVPD.

Properties
- Energy: -301.34688 Eh
- Structure (SMILES): [H]/N=C/OCC#N
- Highest occupied orbital energy: -9.860 eV
- 2S+1: 1
- Frontier orbital gap: 10.56 eV
- Charge: 0

Bonds (Å) are listed after each position.
Atoms and positions in Å:
1 H 2.38239 0.96315 0.25459  N2 1.013
2 N 1.43868 0.65803 0.05013  H1 1.013, C3 1.260
3 C 1.25085 -0.56389 0.29471  N2 1.260, O4 1.369, H8 1.093
4 O 0.01563 -1.12942 0.12663  C3 1.369, C5 1.401
5 C -0.86419 -0.26414 -0.53761  O4 1.401, C6 1.452, H9 1.084, H10 1.273
6 C -2.08212 0.20022 0.10130  C5 1.452, N7 1.168
7 N -3.03528 0.53035 0.69020  C6 1.168
8 H 1.97139 -1.29856 0.66344  C3 1.093
9 H -0.45864 0.01086 -1.50422  C5 1.084
10 H -0.81370 0.91583 -0.06172  C5 1.273



The calculation returns the following F_max values, one per record and in order: 0.7; 3.9; 1.9; 4.2 eV/A.